1.
Formula: C46H46F6N2O7S3
Source: the OMol25 dataset
Level of theory: ωB97M-V/def2-TZVPD

```
110
Properties=species:S:1:pos:R:3:forces:R:3
C 3.044766 -3.065418 4.853652 0.1856 -0.1664 0.0401
C 2.278996 -4.203929 4.247362 -0.2652 -0.5126 0.3078
N 2.298457 -5.329299 4.847807 0.0660 0.3481 -0.1320
C 1.574632 -4.031242 2.906687 0.1434 0.3825 0.1080
C 0.185981 -3.329856 2.874154 0.1883 -0.6662 -0.0948
C -0.960355 -4.263761 3.264659 0.2376 0.0713 0.4124
C -1.130652 -4.502711 4.772725 -0.0711 0.0372 0.1365
C -1.962049 -3.469363 5.585823 -0.0525 -0.1377 -0.0777
C -2.626226 -2.363677 4.765043 -0.1008 0.0882 0.1960
S -3.885997 -1.594865 5.756635 0.1821 -0.6554 0.4569
O -5.075367 -2.383466 5.591144 -0.0043 0.2905 0.0632
O -3.378131 -1.316388 7.064558 -0.2374 0.1199 -0.4074
O -4.080518 -0.189789 5.054497 0.0304 0.2407 -0.1574
O 0.216080 -2.129484 3.703355 -0.3502 -0.3674 -0.0723
S 0.740247 -0.880405 2.913373 1.0078 1.1589 -0.5080
O -0.156597 0.210052 3.051087 -0.3878 -0.4134 0.2000
O 2.125067 -0.633206 3.135342 -0.3124 -0.3383 0.0983
O 0.626422 -1.508187 1.438207 0.0271 -0.1186 0.1409
C 0.015019 -2.788021 1.433872 -0.2001 -0.2928 -0.6961
N -1.333130 -2.696582 0.905188 -0.0046 0.3498 0.9412
C -2.173945 -1.892942 1.241745 0.3174 -0.0058 -0.5805
S -3.264941 -0.817544 1.506225 -0.2139 0.1473 0.0053
H 2.431402 -2.186215 5.039783 0.0207 -0.0476 -0.0585
H 3.856840 -2.772236 4.180556 -0.1416 0.1014 0.0069
H 3.483984 -3.417480 5.786582 -0.0671 0.0544 -0.0446
H 1.782699 -6.039282 4.327621 -0.0372 0.0006 -0.0121
H 2.245378 -3.472650 2.242176 -0.0004 -0.0617 0.0594
H 1.440197 -5.034135 2.497323 -0.0275 0.1406 -0.2072
H -0.706604 -5.218480 2.794323 -0.0755 0.0355 -0.0054
H -1.892364 -3.954300 2.797588 0.2001 0.0293 0.2012
H -0.151358 -4.592693 5.241057 -0.0110 -0.0392 -0.0278
H -1.600564 -5.482628 4.892249 0.0017 0.0954 -0.0657
H -1.347928 -3.010187 6.362049 -0.0125 0.0342 -0.1332
H -2.752039 -4.007072 6.119359 0.0855 0.0084 -0.0584
H -3.175314 -2.751196 3.902239 0.1834 0.0922 0.0464
H -1.935627 -1.573984 4.471258 -0.0188 -0.1103 -0.0679
H -4.310856 -0.312075 4.118847 -0.0843 0.0052 0.0851
H 0.557536 -3.445021 0.753394 0.1117 0.2838 -0.0106
F -1.238280 5.326851 -1.567674 0.0495 0.0423 0.1221
C -0.729605 4.291711 -0.860047 -0.0352 -0.0625 -0.0600
C 0.327430 4.519995 -0.002329 0.0606 0.0449 -0.0181
C 0.851597 3.439805 0.693327 -0.0269 -0.0213 0.0013
C 0.318911 2.168494 0.523139 0.0415 0.0726 -0.0378
C -0.747107 1.973932 -0.341515 0.0277 -0.0189 0.0706
C -1.285688 3.043370 -1.041443 -0.0526 -0.0224 -0.0066
H 0.729991 5.518164 0.104308 -0.0205 0.0079 -0.0001
H 1.682593 3.590502 1.369660 0.0088 0.0039 0.0088
H 0.742110 1.333722 1.059178 -0.0074 0.0366 0.0287
H -1.157555 0.981941 -0.480057 -0.0225 0.0004 -0.0065
H -2.114999 2.917628 -1.724404 0.0138 0.0147 -0.0168
F -4.038090 6.964978 -7.467979 -0.0043 0.0023 0.0006
C -3.302999 6.261309 -6.580926 0.0110 -0.0008 0.0141
C -2.671008 5.111532 -7.007265 0.0081 -0.0392 -0.0489
C -1.913011 4.396383 -6.090585 -0.0012 0.0215 0.0292
C -1.805760 4.830380 -4.776004 0.0104 -0.0147 0.0245
C -2.455214 5.990797 -4.374032 0.0136 -0.0243 -0.1165
C -3.208677 6.720371 -5.282782 -0.0292 0.0286 0.0332
H -2.772469 4.791919 -8.035417 -0.0002 0.0172 -0.0069
H -1.399953 3.498074 -6.407968 0.0036 -0.0141 -0.0073
H -1.210701 4.270534 -4.065788 0.0092 0.0003 0.0019
H -2.367836 6.332501 -3.354081 -0.0070 0.0122 0.0291
H -3.716487 7.631501 -4.997392 -0.0157 -0.0020 -0.0132
F 3.460322 -1.823701 -1.414889 0.0029 0.0093 -0.0063
C 3.600173 -0.550333 -1.853419 -0.0047 0.0072 -0.0002
C 2.635290 0.375000 -1.517143 -0.0556 0.0032 0.0820
C 2.784137 1.680159 -1.966352 0.0050 0.0042 -0.0067
C 3.877796 2.032957 -2.743228 -0.0026 -0.0199 -0.0511
C 4.833259 1.078372 -3.070060 -0.0455 0.0070 -0.0020
C 4.701399 -0.228640 -2.622263 0.0432 -0.0331 -0.0306
H 1.784679 0.077638 -0.917960 0.0112 -0.0090 -0.0005
H 2.034146 2.415122 -1.706819 -0.0182 0.0046 -0.0192
H 3.988221 3.051703 -3.089893 0.0076 0.0039 -0.0122
H 5.689721 1.351216 -3.671560 0.0227 0.0036 0.0104
H 5.436348 -0.986608 -2.856343 -0.0079 -0.0104 0.0052
F -0.042116 1.350906 -3.233488 -0.0583 -0.0043 -0.0395
C -0.144212 0.721269 -4.423534 0.0285 -0.0102 -0.0411
C -1.304505 0.874383 -5.154826 -0.0652 0.0130 0.0318
C -1.402452 0.228585 -6.379159 0.0297 -0.0226 -0.0143
C -0.354406 -0.552972 -6.845615 -0.0024 0.0016 -0.0070
C 0.799435 -0.688783 -6.085380 -0.0342 0.0071 -0.0102
C 0.915863 -0.046418 -4.861078 0.0816 -0.0080 0.0146
H -2.109477 1.485463 -4.768012 0.0128 0.0138 0.0033
H -2.302483 0.338547 -6.969579 -0.0132 0.0001 0.0043
H -0.436936 -1.054780 -7.799985 0.0013 -0.0051 -0.0080
H 1.617437 -1.297893 -6.445887 0.0163 0.0009 -0.0040
H 1.808262 -0.128208 -4.253978 -0.0052 0.0113 0.0154
F 7.706733 2.436573 -1.625388 0.0007 -0.0031 -0.0026
C 7.316684 3.661440 -1.212070 -0.0067 0.0377 0.0015
C 6.050900 3.813233 -0.684411 -0.0723 -0.0655 0.0610
C 5.657678 5.074984 -0.262658 0.0456 0.0340 -0.0187
C 6.521930 6.155358 -0.376526 -0.0116 0.0080 -0.0021
C 7.788755 5.972443 -0.913186 -0.0288 -0.0045 0.0086
C 8.198471 4.715792 -1.335549 0.0530 0.0101 -0.0259
H 5.391753 2.959517 -0.609913 0.0242 -0.0225 0.0043
H 4.669483 5.211907 0.156294 -0.0137 -0.0056 0.0008
H 6.209169 7.137024 -0.047864 -0.0002 0.0081 0.0022
H 8.464479 6.811951 -1.005960 0.0146 0.0048 0.0055
H 9.182199 4.548777 -1.752413 -0.0052 -0.0146 -0.0093
F -3.744901 -4.004309 1.866787 -0.2714 -0.1962 -0.0704
C -4.910756 -4.661122 2.122005 -0.1187 -0.0529 0.0270
C -5.078646 -5.930906 1.611515 0.0690 -0.0198 -0.0353
C -6.265960 -6.594579 1.886569 -0.0220 0.0245 0.0265
C -7.249344 -5.985097 2.654164 0.0081 -0.0008 -0.0017
C -7.047925 -4.705200 3.152003 -0.0064 -0.0549 -0.0407
C -5.866823 -4.028408 2.885654 0.0382 0.0899 0.0021
H -4.298316 -6.382077 1.013930 0.0097 0.0046 -0.0015
H -6.420118 -7.593025 1.500366 0.0014 -0.0057 -0.0136
H -8.171381 -6.508913 2.865708 -0.0060 -0.0042 0.0016
H -7.809337 -4.227175 3.752784 0.0081 0.0072 0.0210
H -5.684940 -3.037814 3.277108 -0.0071 -0.0140 0.0322
```
Forces are in eV/Å.

As for the HOMO energy: -9.202 eV. Its total energy is -114570.1389 eV. As for the total charge: 0. As for the structure (SMILES): [H]/N=C(/C)C[C@@]1(CCCCS(=O)(=O)O)OS(=O)(=O)O[C@@H]1N=C=S.Fc1ccccc1.Fc1ccccc1.Fc1ccccc1.Fc1ccccc1.Fc1ccccc1.Fc1ccccc1.

Mulliken population analysis, charges in e, atoms 1 to 6: number 1, C, carries -1.33; number 2, C, carries 0.23; number 3, N, carries -0.76; number 4, C, carries -0.63; number 5, C, carries 0.96; number 6, C, carries -0.69


2.
Formula: C6H12O
Source: the OMol25 dataset
Level of theory: ωB97M-V/def2-TZVPD

```
19
Properties=species:S:1:pos:R:3:forces:R:3
C 2.705067 -0.493919 0.297621 0.1059 0.1336 -1.5990
C 1.644968 0.351656 0.976094 1.1924 0.9261 1.0697
C -2.751656 -0.491912 0.956636 0.7214 0.9742 -0.3685
C -2.049977 0.290430 0.117137 -1.6183 0.2196 0.1416
C -0.670977 0.705868 0.224392 -0.1575 -0.9236 1.1300
C 0.249260 -0.091735 0.801309 0.2553 0.7668 -1.8234
H 2.772962 -1.548843 0.558006 0.0106 0.1143 0.4432
H 3.687466 -0.012858 0.261872 0.0035 -0.1877 0.7633
H 2.478817 -0.484472 -0.776465 -0.2862 -0.2412 0.0115
H 1.811297 1.383833 0.638726 -0.4515 -0.1167 -0.2521
H 1.857617 0.475546 2.048129 0.0290 -0.4499 0.0594
H -2.336572 -0.744062 1.922584 0.0019 -0.5895 -0.0865
H -3.785212 -0.685247 0.719403 -0.1329 -0.1408 0.2686
H -2.667689 0.836026 -0.603174 0.3149 -0.4815 -0.4067
H -0.496943 1.724620 -0.109135 0.5116 -0.0044 0.2442
H 0.112330 -1.166750 0.851711 -0.5487 0.0651 0.4888
H -1.047009 -0.212536 -3.705742 0.2195 -0.1238 0.5738
H -0.795382 0.515752 -2.380758 0.0513 -0.2018 0.0053
O -0.718368 -0.351393 -2.798347 -0.2222 0.2611 -0.6631
```
Forces are in eV/Å.

As for the HOMO energy: -8.553 eV. Its total energy is -8462.3629 eV. As for the total charge: 0. As for the structure (SMILES): C=C/C=C/CC.O. As for the relative energy (zero: lowest compared OMol25 entry of this formula, charge and spin): 45.9 kcal/mol.

natural (NBO) population analysis, charges in e, atoms 1 to 6: number 1, C, carries -0.61; number 2, C, carries -0.44; number 3, C, carries -0.39; number 4, C, carries -0.21; number 5, C, carries -0.26; number 6, C, carries -0.14